[1]
Density functional theory data (ωB97M-V with the def2-TZVPD basis set) for a structure of composition C23H16FeN4O5S.

Each line ends with the Mulliken charge.
Positions of all 50 atoms, in Å:
Fe (0.87357, 1.41465, 0.70191)  -0.224
N (-0.53914, 4.09346, 3.78492)  -0.469
C (0.06248, 3.14321, 2.99111)  0.465
S (0.14173, 3.47603, 1.27721)  -0.439
N (0.54861, 2.10186, 3.57361)  -1.252
N (1.17498, 1.24138, 2.68115)  0.987
C (1.74550, 0.24877, 3.23066)  0.025
C (2.52667, -0.74351, 2.54033)  0.521
C (3.02859, -1.82869, 3.27067)  -0.659
C (3.78830, -2.80913, 2.67681)  -0.667
C (4.05233, -2.71315, 1.30459)  -0.422
C (3.58946, -1.64965, 0.56818)  -0.625
C (2.83036, -0.61855, 1.16593)  0.679
O (2.47325, 0.41070, 0.45246)  -0.762
H (-1.19796, 4.68531, 3.30903)  0.240
H (-0.82535, 3.76568, 4.69312)  0.246
H (1.62660, 0.16465, 4.31070)  0.332
H (2.80199, -1.88276, 4.33182)  0.322
H (4.16873, -3.64010, 3.25614)  0.391
H (4.62711, -3.49075, 0.81429)  0.356
H (3.78897, -1.56901, -0.49271)  0.431
O (-2.24204, 1.14748, 0.32828)  -0.630
C (-1.64071, 0.11911, 0.58020)  0.477
O (-0.39999, -0.03257, 0.89177)  -0.315
C (-2.40723, -1.19404, 0.55960)  0.145
C (-3.72384, -1.19606, 0.12384)  -0.553
C (-4.45974, -2.37448, 0.10102)  -0.420
C (-3.88486, -3.56078, 0.52354)  -0.525
C (-2.57054, -3.54053, 0.95350)  0.001
C (-1.81855, -2.38024, 0.97344)  -0.445
N (-1.95714, -4.80485, 1.40742)  1.054
O (-2.64778, -5.80962, 1.38871)  -0.651
O (-0.80318, -4.77547, 1.77996)  -0.612
H (-4.15109, -0.25420, -0.19376)  0.487
H (-5.48556, -2.36983, -0.24427)  0.377
H (-4.43088, -4.49298, 0.52718)  0.465
H (-0.79013, -2.39153, 1.30322)  0.706
C (0.63617, 1.82050, -1.13036)  -0.554
C (0.48382, 2.07961, -2.30429)  0.095
C (0.29701, 2.38898, -3.69513)  0.566
C (0.80398, 1.54928, -4.69182)  -0.432
C (0.63270, 1.85735, -6.03320)  -0.383
C (-0.04781, 3.00829, -6.40859)  -0.449
C (-0.56398, 3.84524, -5.42771)  -0.389
C (-0.39536, 3.54027, -4.08550)  -0.430
H (1.33141, 0.65274, -4.39445)  0.436
H (1.03008, 1.19226, -6.79104)  0.357
H (-0.17527, 3.25058, -7.45642)  0.357
H (-1.10654, 4.73991, -5.71034)  0.356
H (-0.79976, 4.18518, -3.31675)  0.432

Properties
HOMO energy (spin up / spin down) (eV): -5.21 / -4.91
Relative energy (zero: lowest compared OMol25 entry of this formula, charge and spin) (kcal/mol): 0.9
HOMO-LUMO gap (spin up / spin down) (eV): 7.13 / 6.83
Multiplicity: 2
E (eV): -85529.9958
Net charge: -1
Largest force on an atom (eV Å⁻¹): 0.71
LUMO (spin up / spin down) (eV): 1.92 / 1.92

---

[2]
Density functional theory data (ωB97M-V with the def2-TZVPD basis set) for a structure of composition C23H17Cl2I2N5O3RuS.

Each line ends with the Mulliken charge.
Positions of all 54 atoms, in Å:
Ru (-0.47628, 0.44672, -0.53653)  0.255
Cl (-3.02440, -1.06619, 6.08686)  -0.204
C (-2.09739, -0.77350, 4.66053)  0.135
C (-0.84812, -0.14039, 4.77331)  -0.509
C (-0.08742, 0.09977, 3.65997)  0.241
Cl (1.44565, 0.86877, 3.80212)  -0.180
C (-0.52789, -0.26043, 2.35435)  -0.247
O (0.24324, -0.04508, 1.34851)  0.144
C (-1.79860, -0.90367, 2.27355)  1.159
C (-2.30927, -1.38623, 1.03913)  -0.331
O (-1.85875, -1.20882, -0.10654)  -0.512
C (-2.55979, -1.15617, 3.43704)  -1.136
H (-0.48379, 0.16046, 5.74606)  0.464
H (-3.21359, -2.00560, 1.11689)  0.415
H (-3.51666, -1.65540, 3.34965)  0.420
I (-0.20063, 5.56669, -0.18528)  0.052
C (1.39856, 4.23327, -0.17246)  -0.720
C (2.71822, 4.67792, 0.02201)  -0.222
C (3.77001, 3.79858, 0.05484)  -0.319
I (5.70162, 4.54324, 0.36836)  0.100
C (3.54230, 2.40868, -0.12135)  0.843
C (4.51710, 1.38950, -0.09838)  -0.559
C (4.13650, 0.08766, -0.27502)  -1.289
C (2.78390, -0.21646, -0.49404)  -0.065
N (1.85670, 0.70896, -0.52944)  0.102
C (2.21158, 1.99473, -0.33278)  0.182
C (1.13019, 2.89083, -0.33832)  0.514
O (-0.07394, 2.40795, -0.50102)  -0.115
H (2.90019, 5.73529, 0.15587)  0.361
H (5.55647, 1.64272, 0.06244)  0.210
H (4.86350, -0.71133, -0.25376)  0.452
H (2.46571, -1.23641, -0.64910)  0.306
C (-0.29116, -4.79916, -1.21755)  -0.969
N (0.28428, -3.59058, -0.63774)  0.033
C (0.77907, -3.62618, 0.73773)  -0.779
C (0.31792, -2.47083, -1.30433)  0.805
N (0.36056, -1.47291, -1.89979)  -0.623
H (0.47520, -5.56715, -1.32600)  0.349
H (-0.70793, -4.57075, -2.19465)  0.352
H (-1.08523, -5.17394, -0.57091)  0.322
H (1.68104, -4.23548, 0.80718)  0.345
H (0.01235, -4.05247, 1.38604)  0.343
H (0.99411, -2.61215, 1.07222)  0.084
S (-2.90452, 1.70362, -0.12971)  -0.302
C (-2.77356, 1.35634, -1.74884)  0.077
N (-3.82582, 1.41742, -2.61841)  0.002
C (-3.72233, 1.08605, -3.92354)  -0.073
C (-2.52040, 0.66645, -4.41162)  -0.996
C (-1.45327, 0.59421, -3.50438)  0.067
N (-1.57711, 0.94616, -2.24231)  0.324
H (-4.71388, 1.71032, -2.23071)  0.283
H (-4.62306, 1.17002, -4.51402)  0.429
H (-2.39634, 0.38606, -5.44462)  0.422
H (-0.47488, 0.23890, -3.80153)  0.556

Properties
HOMO energy (spin up / spin down) (eV): -9.88 / -9.91
Relative energy (zero: lowest compared OMol25 entry of this formula, charge and spin) (kcal/mol): 38.3
HOMO-LUMO gap (spin up / spin down) (eV): 5.88 / 5.98
Multiplicity: 2
E (eV): -92376.9983
Net charge: +1
Largest force on an atom (eV Å⁻¹): 3.08
LUMO (spin up / spin down) (eV): -4.00 / -3.93

---

[3]
Density functional theory data (ωB97M-V with the def2-TZVPD basis set) for a structure of composition C23H17Cl3FeGeOS4Sb.

Each line ends with the Mulliken charge.
Positions of all 51 atoms, in Å:
Fe (-0.20653, 0.04498, 0.16298)  -0.140
S (-1.21418, -4.82833, -0.10948)  -0.744
Sb (-1.89487, -2.69699, -0.50241)  0.836
S (-0.22536, -1.34403, -1.56781)  -0.481
S (-1.56486, -1.22801, 1.38431)  -0.477
S (-3.98318, -2.39908, -1.36626)  -0.709
Cl (4.56898, 4.53610, 3.07494)  -0.280
C (3.65745, 3.43790, 2.06293)  0.546
C (2.45741, 2.92279, 2.51906)  -0.918
C (1.76443, 2.05611, 1.70020)  1.064
Cl (0.23545, 1.40394, 2.21384)  -0.235
C (2.18531, 1.65668, 0.41255)  -0.579
O (1.51143, 0.86969, -0.34752)  -0.641
C (3.41696, 2.23369, 0.01265)  0.574
Cl (4.02102, 1.83504, -1.56327)  -0.222
C (4.14093, 3.09916, 0.80993)  -0.863
H (2.06591, 3.19294, 3.48952)  0.411
H (5.07420, 3.50778, 0.44943)  0.423
C (-3.68408, 1.24468, 0.17863)  -1.423
Ge (-1.93710, 1.48436, -0.68802)  2.032
C (-1.59714, 3.45416, -0.53740)  -0.016
C (-0.33566, 4.02512, -0.38787)  0.527
C (-0.15816, 5.40227, -0.32329)  -0.768
C (-1.25421, 6.24807, -0.41314)  -0.392
C (-2.52173, 5.70303, -0.57421)  -0.674
C (-2.68465, 4.32525, -0.63501)  -0.393
C (-2.27594, 1.33540, -2.63276)  0.633
C (-3.51290, 0.92818, -3.05803)  -0.439
C (-3.84747, 0.88734, -4.43134)  -0.865
C (-2.94364, 1.27338, -5.37510)  -0.837
C (-1.64122, 1.68075, -4.98986)  1.137
C (-0.66933, 2.05272, -5.95087)  -0.853
C (0.59819, 2.39389, -5.57216)  -0.528
C (0.95677, 2.36351, -4.20801)  -0.937
C (0.03349, 2.01971, -3.26126)  0.562
C (-1.29911, 1.68874, -3.61393)  -0.772
H (-4.41970, 1.94681, -0.22274)  0.386
H (-3.56967, 1.41303, 1.24995)  0.314
H (-4.02571, 0.22045, 0.02522)  0.360
H (0.53802, 3.38831, -0.33407)  0.158
H (0.83951, 5.81073, -0.20745)  0.431
H (-1.12261, 7.32307, -0.36588)  0.341
H (-3.38543, 6.35375, -0.65735)  0.368
H (-3.68199, 3.92083, -0.77305)  0.179
H (-4.24843, 0.59200, -2.33847)  0.330
H (-4.83034, 0.53788, -4.72571)  0.375
H (-3.19392, 1.25108, -6.43089)  0.310
H (-0.94922, 2.04611, -6.99958)  0.324
H (1.33601, 2.66667, -6.31819)  0.368
H (1.97227, 2.59086, -3.90751)  0.345
H (0.33786, 1.95526, -2.22426)  -0.149

Properties
HOMO energy (eV): -2.01
HOMO-LUMO gap (eV): 5.80
Multiplicity: 2
E (eV): -204528.4079
Net charge: -2
Largest force on an atom (eV Å⁻¹): 0.30
LUMO (eV): 3.79

---

[4]
Density functional theory data (ωB97M-V with the def2-TZVPD basis set) for a structure of composition C23H17ClN5O7Re.

Each line ends with the Mulliken charge.
Positions of all 54 atoms, in Å:
Re (0.46677, 1.11184, -0.15453)  2.220
O (-1.71305, 3.37942, 2.27728)  -0.543
C (-1.18534, 2.89329, 1.32881)  0.245
O (0.04027, 2.30177, 1.34501)  -0.570
C (-1.71103, 3.05202, -0.08290)  0.649
C (-2.62364, 3.97871, -0.54519)  -0.896
C (-2.65923, 4.22357, -1.91756)  -0.160
C (-1.71779, 3.64257, -2.77439)  -0.904
C (-0.84255, 2.73355, -2.22581)  0.727
N (-0.95817, 2.38691, -0.94955)  0.054
C (0.49321, 2.25382, -2.75633)  0.240
O (0.78106, 2.21854, -3.91194)  -0.552
O (1.33693, 1.95606, -1.73359)  -0.658
H (-3.23432, 4.52630, 0.15886)  0.542
H (-3.36209, 4.94548, -2.31090)  0.441
H (-1.62857, 3.92166, -3.81481)  0.544
N (3.79065, 0.57338, 4.05161)  -0.382
C (3.70657, 0.67676, 2.70850)  0.316
C (2.44529, 0.68029, 2.07547)  -0.096
N (2.36346, 0.76945, 0.75529)  0.088
C (3.50631, 0.89574, 0.03844)  -0.362
C (4.71539, 0.89669, 0.69256)  -0.609
N (4.83354, 0.77796, 2.01272)  -0.608
H (2.97020, 0.50701, 4.62526)  0.207
H (4.69806, 0.57902, 4.48315)  0.254
H (1.52245, 0.62022, 2.63322)  0.442
H (3.41683, 1.02962, -1.02847)  0.657
H (5.63353, 0.99824, 0.12765)  0.373
Cl (-1.96253, -1.96416, -4.20687)  -0.192
C (-0.50482, -1.67607, -3.34179)  -0.250
C (0.68349, -2.28391, -3.70743)  -0.285
C (1.80889, -2.04114, -2.93961)  -0.955
C (1.72194, -1.17778, -1.86511)  -0.386
N (0.58024, -0.55338, -1.55320)  0.403
C (-0.52206, -0.81915, -2.26150)  -0.417
H (0.71784, -2.93542, -4.57013)  0.486
H (2.75281, -2.51221, -3.17291)  0.471
H (2.57157, -0.98597, -1.22871)  0.608
H (-1.44155, -0.34679, -1.94148)  0.600
O (-0.60928, -2.93627, -0.07313)  -0.344
C (-1.57948, -3.01575, 0.88950)  0.930
C (-2.42924, -4.11065, 0.95652)  -0.771
C (-3.37700, -4.19726, 1.96314)  -0.572
C (-3.47779, -3.19951, 2.92287)  -0.767
C (-2.62182, -2.11677, 2.85930)  -0.664
C (-1.67946, -2.00088, 1.83940)  0.051
C (-0.80655, -0.80009, 1.86182)  0.703
O (-0.42899, -0.27854, 2.87345)  -0.564
O (-0.60342, -0.25995, 0.63032)  -0.638
H (-0.62127, -3.75961, -0.57717)  0.274
H (-2.34314, -4.90084, 0.21875)  0.336
H (-4.03426, -5.05576, 2.00002)  0.402
H (-4.21015, -3.27100, 3.71412)  0.415
H (-2.66870, -1.33104, 3.60192)  0.469

Properties
HOMO energy (spin up / spin down) (eV): -11.36 / -11.38
HOMO-LUMO gap (spin up / spin down) (eV): 6.68 / 6.79
Multiplicity: 2
E (eV): -60558.8262
Net charge: +1
Largest force on an atom (eV Å⁻¹): 0.90
LUMO (spin up / spin down) (eV): -4.68 / -4.59

---

Question: Which formula does entry 3 have?
Answer: C23H17Cl3FeGeOS4Sb